Below is a molecular structure, C52H38BrN2O11P2SW in a non-equilibrium geometry, with properties calculated with ωB97M-V/def2-TZVPD.

XYZ file:
```
108
Properties=species:S:1:pos:R:3:lowdin_charge:R:1
W -0.347 0.050 0.045 1.784
O 3.559 0.467 -1.026 0.131
C 2.502 -0.005 -0.689 -0.549
O 1.320 0.580 -0.925 -0.352
C 2.319 -1.287 -0.002 -0.142
C 3.314 -2.140 0.448 0.030
C 2.985 -3.146 1.332 -0.012
C 1.706 -3.132 1.907 0.037
C 0.769 -2.271 1.402 -0.122
N 1.006 -1.502 0.306 0.013
C -0.535 -1.943 2.095 -0.508
O -0.984 -2.636 2.972 0.142
O -1.063 -0.833 1.653 -0.208
H 4.330 -1.968 0.122 0.130
H 3.717 -3.867 1.665 0.111
H 1.457 -3.736 2.767 0.129
C 0.375 2.738 -7.726 -0.021
C -0.644 2.440 -6.614 -0.433
C -2.082 2.692 -7.108 -0.012
C -0.540 0.983 -6.205 -0.097
C -0.679 -0.020 -7.155 -0.034
C -0.591 -1.355 -6.811 -0.066
C -0.397 -1.716 -5.490 -0.080
C -0.304 -0.743 -4.505 -0.252
P -0.005 -1.173 -2.716 1.201
C -0.866 -2.806 -2.785 -0.363
C -2.142 -2.804 -3.347 -0.106
C -2.922 -3.948 -3.334 -0.074
C -2.435 -5.112 -2.763 -0.091
C -1.191 -5.108 -2.153 -0.076
C -0.418 -3.959 -2.144 -0.106
C 1.764 -1.520 -3.177 -0.319
C 2.524 -0.409 -3.552 -0.104
C 3.793 -0.564 -4.077 -0.065
C 4.330 -1.833 -4.241 -0.091
C 3.586 -2.941 -3.873 -0.088
C 2.306 -2.788 -3.359 -0.082
C -0.336 0.605 -4.880 -0.207
O -0.138 1.499 -3.864 -0.081
C -0.218 2.841 -4.136 -0.237
C -0.136 3.682 -3.020 -0.315
C -0.144 5.055 -3.227 -0.106
C -0.272 5.576 -4.502 -0.066
C -0.422 4.726 -5.581 -0.033
C -0.399 3.346 -5.422 -0.102
P -0.016 2.917 -1.325 1.164
C 1.741 3.475 -1.027 -0.295
C 2.524 4.101 -1.998 -0.078
C 3.831 4.474 -1.723 -0.091
C 4.389 4.234 -0.481 -0.098
C 3.635 3.582 0.479 -0.066
C 2.334 3.197 0.202 -0.106
C -0.959 4.273 -0.469 -0.337
C -2.152 4.731 -1.034 -0.141
C -2.945 5.658 -0.377 -0.092
C -2.562 6.147 0.861 -0.102
C -1.377 5.707 1.427 -0.073
C -0.575 4.788 0.764 -0.080
H 0.195 2.110 -8.597 0.075
H 1.385 2.543 -7.367 0.098
H 0.316 3.780 -8.037 0.075
H -2.328 2.037 -7.943 0.080
H -2.202 3.727 -7.428 0.081
H -2.781 2.500 -6.295 0.091
H -0.854 0.242 -8.190 0.107
H -0.684 -2.119 -7.571 0.101
H -0.325 -2.758 -5.220 0.112
H -2.533 -1.892 -3.781 0.112
H -3.918 -3.924 -3.756 0.103
H -3.042 -6.008 -2.759 0.098
H -0.834 -6.001 -1.657 0.102
H 0.498 -3.941 -1.568 0.099
H 2.120 0.585 -3.412 0.109
H 4.365 0.311 -4.354 0.109
H 5.321 -1.952 -4.659 0.096
H 3.997 -3.935 -3.997 0.097
H 1.739 -3.672 -3.113 0.078
H -0.049 5.723 -2.382 0.120
H -0.282 6.647 -4.653 0.102
H -0.557 5.150 -6.567 0.107
H 2.131 4.298 -2.983 0.089
H 4.420 4.953 -2.495 0.095
H 5.409 4.532 -0.272 0.095
H 4.057 3.358 1.450 0.108
H 1.790 2.666 0.952 0.054
H -2.463 4.384 -2.008 0.048
H -3.866 5.996 -0.836 0.097
H -3.178 6.875 1.374 0.093
H -1.070 6.069 2.400 0.104
H 0.323 4.445 1.248 0.076
Br -3.010 1.842 -2.791 0.872
C -3.223 1.335 -0.956 -0.684
C -4.399 1.670 -0.348 -0.137
C -4.859 0.870 0.705 -0.058
C -4.292 -0.404 0.800 -0.005
C -3.140 -0.683 0.118 -0.199
N -2.412 0.288 -0.599 -0.106
C -2.524 -2.018 -0.045 -0.561
O -3.103 -3.065 0.145 0.108
O -1.291 -1.877 -0.473 -0.264
H -4.976 2.508 -0.713 0.098
H -5.695 1.172 1.318 0.096
H -4.744 -1.204 1.369 0.126
O 0.940 0.599 1.644 -0.375
S -0.073 1.525 2.299 0.377
O 0.558 2.755 2.690 -0.289
O -0.953 1.698 1.025 -0.473
O -0.831 0.949 3.363 -0.251
```

Computed properties:
Frontier orbital gap (spin up / spin down) ... 4.60 / 7.02 eV
Total charge ... -1
Energy relative to the best compared isomer or geometry (same formula, charge and spin) ... 0.0000 eV
2S+1 ... 3

=====

Below is a molecular structure, C52H38FeN3O2P2S in a non-equilibrium geometry, with properties calculated with ωB97M-V/def2-TZVPD.

XYZ file:
```
99
Properties=species:S:1:pos:R:3:lowdin_charge:R:1
Fe -0.020 -0.757 -0.732 0.506
O 0.317 1.285 -0.918 -0.580
S -0.214 1.912 0.431 1.081
C -1.340 3.136 -0.053 -0.336
C -0.956 4.439 -0.310 -0.032
C -1.898 5.461 -0.525 0.022
C -3.229 5.144 -0.431 -0.113
C -4.467 6.005 -0.523 -0.075
C -5.657 5.016 -0.372 -0.075
C -5.012 3.658 -0.209 -0.126
C -5.543 2.410 -0.065 0.025
C -4.659 1.307 -0.021 -0.026
C -3.284 1.434 -0.073 -0.273
P -2.365 -0.110 -0.387 1.089
C -2.578 -0.339 -2.180 -0.349
C -2.718 0.782 -3.007 -0.067
C -2.746 0.636 -4.384 -0.055
C -2.623 -0.625 -4.954 -0.054
C -2.496 -1.744 -4.145 -0.052
C -2.469 -1.605 -2.764 -0.126
C -3.251 -1.426 0.465 -0.365
C -2.927 -1.634 1.807 -0.102
C -3.580 -2.617 2.535 -0.059
C -4.551 -3.403 1.925 -0.050
C -4.877 -3.199 0.592 -0.049
C -4.231 -2.212 -0.141 -0.086
C -2.713 2.739 -0.099 -0.159
C -3.611 3.801 -0.233 -0.082
C 1.126 2.817 1.124 -0.324
C 0.801 3.806 2.025 -0.065
C 1.768 4.639 2.617 0.016
C 3.072 4.454 2.263 -0.126
C 4.323 5.205 2.662 -0.078
C 5.482 4.437 1.974 -0.077
C 4.808 3.319 1.214 -0.125
C 5.330 2.313 0.457 0.024
C 4.445 1.349 -0.059 -0.052
C 3.073 1.400 0.106 -0.264
P 2.313 -0.097 -0.530 1.134
C 3.187 -1.440 0.262 -0.345
C 3.026 -1.543 1.649 -0.102
C 3.661 -2.554 2.346 -0.059
C 4.447 -3.478 1.663 -0.043
C 4.604 -3.384 0.288 -0.046
C 3.969 -2.375 -0.422 -0.061
C 2.618 -0.097 -2.294 -0.337
C 2.941 1.111 -2.929 -0.069
C 3.108 1.147 -4.301 -0.050
C 2.930 -0.005 -5.056 -0.044
C 2.597 -1.203 -4.438 -0.046
C 2.437 -1.253 -3.063 -0.109
C 2.489 2.487 0.839 -0.101
C 3.412 3.388 1.403 -0.071
H 0.096 4.692 -0.315 0.126
H -1.559 6.470 -0.720 0.129
H -4.499 6.541 -1.472 0.131
H -4.467 6.761 0.262 0.131
H -6.312 5.033 -1.243 0.130
H -6.279 5.257 0.490 0.130
H -6.611 2.239 -0.031 0.129
H -5.092 0.315 0.021 0.111
H -2.821 1.770 -2.576 0.105
H -2.861 1.507 -5.015 0.114
H -2.630 -0.734 -6.031 0.116
H -2.413 -2.729 -4.585 0.117
H -2.392 -2.488 -2.144 0.091
H -2.162 -1.028 2.277 0.102
H -3.336 -2.773 3.577 0.112
H -5.055 -4.175 2.491 0.117
H -5.640 -3.804 0.122 0.117
H -4.502 -2.051 -1.176 0.108
H -0.242 3.974 2.270 0.126
H 1.463 5.411 3.311 0.131
H 4.434 5.234 3.745 0.130
H 4.270 6.240 2.325 0.130
H 6.189 4.033 2.700 0.131
H 6.057 5.076 1.304 0.130
H 6.392 2.219 0.275 0.131
H 4.874 0.517 -0.608 0.123
H 2.408 -0.826 2.179 0.112
H 3.549 -2.627 3.420 0.114
H 4.938 -4.275 2.207 0.119
H 5.227 -4.097 -0.236 0.119
H 4.112 -2.302 -1.489 0.101
H 3.071 2.013 -2.348 0.109
H 3.373 2.078 -4.785 0.116
H 3.052 0.032 -6.131 0.118
H 2.455 -2.100 -5.026 0.118
H 2.186 -2.194 -2.594 0.076
N 0.184 -3.192 2.730 0.232
C 0.148 -2.886 1.428 -0.484
O 0.053 -1.667 1.076 -0.138
C 0.221 -3.935 0.472 -0.154
C 0.169 -3.375 -0.781 -0.087
N 0.109 -2.571 -1.624 0.133
C 0.331 -5.311 0.810 -0.196
N 0.401 -6.406 1.156 0.178
H 0.114 -2.457 3.413 0.130
H 0.248 -4.149 3.036 0.123
```

Computed properties:
Frontier orbital gap (spin up / spin down) ... 6.38 / 6.02 eV
Total charge ... +2
Energy relative to the best compared isomer or geometry (same formula, charge and spin) ... 1.2867 eV
2S+1 ... 2

=====

Below is a molecular structure, C52H39Cl2F3N2OP2SbTi, with properties calculated with ωB97M-V/def2-TZVPD.

XYZ file:
```
103
Properties=species:S:1:pos:R:3:lowdin_charge:R:1
Ti -0.622 0.499 0.563 0.662
C 1.597 1.929 2.817 -0.059
N 1.193 1.558 1.428 -0.497
P 1.803 0.199 0.542 0.966
C 3.068 0.589 -0.637 -0.377
C 2.734 0.626 -1.992 -0.098
C 3.703 0.948 -2.928 -0.038
C 4.998 1.227 -2.510 -0.023
C 5.333 1.188 -1.160 -0.034
C 4.372 0.870 -0.218 -0.082
C 2.351 -1.036 1.708 -0.347
C 1.601 -1.327 2.856 -0.096
C 1.995 -2.359 3.686 -0.035
C 3.119 -3.119 3.373 -0.022
C 3.845 -2.851 2.223 -0.036
C 3.463 -1.815 1.383 -0.072
P 0.359 2.752 0.412 1.018
C 1.462 3.537 -0.745 -0.392
C 2.757 3.917 -0.391 -0.093
C 3.544 4.588 -1.312 -0.039
C 3.036 4.890 -2.572 -0.027
C 1.746 4.517 -2.922 -0.043
C 0.956 3.833 -2.011 -0.089
C -0.320 3.939 1.552 -0.364
C 0.299 5.176 1.743 -0.053
C -0.234 6.069 2.660 -0.028
C -1.372 5.732 3.379 -0.019
C -2.001 4.506 3.178 -0.037
C -1.482 3.613 2.260 -0.089
H 2.233 1.148 3.222 0.083
H 0.712 2.039 3.441 0.097
H 2.143 2.870 2.800 0.093
H 1.724 0.400 -2.317 0.083
H 3.454 0.975 -3.980 0.123
H 5.757 1.470 -3.242 0.127
H 6.346 1.399 -0.847 0.126
H 4.635 0.833 0.833 0.124
H 0.726 -0.748 3.122 0.082
H 1.431 -2.570 4.585 0.122
H 3.426 -3.921 4.031 0.127
H 4.716 -3.443 1.979 0.128
H 4.034 -1.623 0.485 0.106
H 3.153 3.692 0.592 0.114
H 4.547 4.889 -1.045 0.125
H 3.649 5.429 -3.281 0.126
H 1.354 4.764 -3.899 0.122
H -0.055 3.548 -2.282 0.104
H 1.178 5.447 1.173 0.109
H 0.236 7.031 2.809 0.126
H -1.783 6.432 4.093 0.128
H -2.900 4.264 3.727 0.122
H -1.996 2.672 2.083 0.086
Cl -2.300 -1.008 4.821 0.808
C -3.235 -0.646 3.435 -0.573
C -4.635 -0.846 3.451 -0.077
C -5.390 -0.600 2.338 -0.583
Cl -7.078 -0.886 2.369 0.821
C -4.787 -0.107 1.141 -0.146
C -5.464 0.205 -0.050 0.050
C -4.762 0.689 -1.132 0.009
C -3.382 0.850 -1.039 -0.078
N -2.697 0.559 0.066 -0.015
C -3.398 0.089 1.155 -0.173
C -2.629 -0.194 2.295 -0.346
O -1.288 0.037 2.167 -0.222
H -5.103 -1.210 4.355 0.129
H -6.536 0.067 -0.107 0.121
H -5.263 0.947 -2.053 0.132
H -2.817 1.224 -1.884 0.116
F 4.058 -5.748 -0.561 0.113
C 3.013 -4.931 -0.642 -0.270
C 1.941 -5.138 0.210 0.022
C 0.862 -4.274 0.138 -0.094
C 0.870 -3.229 -0.783 -0.382
C 1.956 -3.049 -1.639 -0.124
C 3.042 -3.906 -1.573 0.019
Sb -0.722 -1.875 -0.916 1.599
C -0.923 -1.500 -2.964 -0.390
C -1.075 -2.585 -3.830 -0.096
C -1.186 -2.374 -5.194 0.038
C -1.132 -1.074 -5.670 -0.258
F -1.237 -0.866 -6.974 0.124
C -0.972 0.021 -4.836 0.019
C -0.867 -0.203 -3.473 -0.154
C -2.480 -2.811 -0.262 -0.372
C -3.568 -2.959 -1.121 -0.099
C -4.753 -3.506 -0.653 0.027
C -4.824 -3.893 0.675 -0.265
F -5.960 -4.409 1.134 0.113
C -3.758 -3.758 1.549 0.021
C -2.582 -3.204 1.073 -0.128
H 1.961 -5.969 0.902 0.138
H 0.012 -4.440 0.790 0.100
H 1.958 -2.255 -2.378 0.097
H 3.893 -3.806 -2.232 0.136
H -1.104 -3.601 -3.453 0.121
H -1.307 -3.193 -5.889 0.141
H -0.934 1.014 -5.264 0.132
H -0.730 0.652 -2.810 0.074
H -3.499 -2.664 -2.161 0.104
H -5.608 -3.654 -1.298 0.138
H -3.860 -4.092 2.573 0.139
H -1.747 -3.087 1.757 0.106
```

Computed properties:
Frontier orbital gap ... 6.61 eV
Total charge ... +3
Energy relative to the best compared isomer or geometry (same formula, charge and spin) ... 0.0000 eV